1) Density functional theory data (ωB97M-V/def2-TZVPD) for 2 unconnected molecules or ions with the total composition C3H6N2O2.

ORCA input file:
```
! wB97M-V def2-TZVPD RIJCOSX def2/J DEFGRID3
* xyz 0 1
C 0.94591 2.28705 0.22577
O -0.97664 -0.61767 0.47945
N -1.18917 -2.01060 -0.71968
O 1.56573 0.04599 -0.42470
H 1.95291 2.47070 0.61089
H 0.27975 2.68818 0.90847
H -0.52775 -3.29921 0.68777
H -1.30291 1.32055 0.30023
N -0.62474 0.54316 0.00152
C -0.75285 -3.10931 -0.33116
H -0.88706 -4.00552 -0.92913
C 0.72133 0.84935 -0.14221
H 0.79550 2.83733 -0.66722
*
```

Its HOMO-LUMO gap (spin up / spin down) is 8.77 / 9.11 eV. As for the LUMO energy (spin up / spin down): 0.016 / 0.255 eV.

Electronic structure analysis, Löwdin charges in units of e: 0.000, -0.122, 0.115, 0.100, 0.100, 0.048, 0.066, 0.183, -0.057, -0.082, 0.079, -0.509, 0.078



2) Density functional theory data (ωB97M-V/def2-TZVPD) for C3H6N2O2 in the gas phase.

ORCA input file:
```
! wB97M-V def2-TZVPD RIJCOSX def2/J DEFGRID3
* xyz 0 1
N -0.89150 1.42149 -0.74970
H -1.24659 2.13174 -1.38364
H -0.67448 -1.66919 1.38659
C -1.33230 0.27680 -1.07544
N 1.67280 0.20790 -0.02253
O 1.78128 -1.49759 1.48146
O -1.05487 -0.84751 -0.41686
H 1.09209 0.96686 -0.36206
C 1.13082 -0.72693 0.79776
H -0.76802 0.12249 1.39114
C -0.39938 -0.75915 0.85438
H -1.98441 0.05082 -1.92330
H 2.67456 0.32229 0.02222
*
```

Its HOMO-LUMO gap is 10.60 eV. As for the LUMO energy: 0.802 eV. As for the SMILES: [H]/N=C/OCC(N)=O.

Electronic structure analysis, Löwdin charges in units of e: 0.097, 0.061, 0.132, -0.305, 0.170, 0.050, -0.042, 0.062, -0.517, 0.130, -0.088, 0.138, 0.113



3) Density functional theory data (ωB97M-V/def2-TZVPD) for 2 unconnected molecules or ions with the total composition C3H6N2O2.

ORCA input file:
```
! wB97M-V def2-TZVPD RIJCOSX def2/J DEFGRID3
* xyz 0 1
H -0.55346 -0.53760 1.73948
H -1.66946 0.57455 0.85028
H 1.76162 -0.25665 0.18322
H 2.36204 1.39329 0.28501
C -0.41511 -1.37367 -1.05334
N -1.19382 -0.35341 -1.13519
O 0.11028 2.33303 0.94329
O 0.18069 -1.56667 0.04988
C 0.39131 1.16735 0.71921
C -0.68653 0.12804 0.89180
H -1.67554 -0.15384 -2.00704
N 1.62643 0.71674 0.41389
H -0.23846 -2.07117 -1.88049
*
```

Its HOMO-LUMO gap is 9.82 eV. As for the LUMO energy: -0.200 eV.

Electronic structure analysis, Löwdin charges in units of e: 0.101, 0.088, 0.088, 0.117, -0.435, 0.104, 0.056, -0.084, -0.573, 0.149, 0.078, 0.177, 0.133



4) Density functional theory data (ωB97M-V/def2-TZVPD) for C3H6N2O2 in the gas phase.

ORCA input file:
```
! wB97M-V def2-TZVPD RIJCOSX def2/J DEFGRID3
* xyz 0 1
H -0.85454 0.96864 1.03182
N -2.10036 0.62472 -1.21499
C 1.16023 0.27447 0.65814
O -0.75244 -0.84888 -0.07189
C -1.71076 -0.55075 -0.96793
H -2.82342 0.60345 -1.92986
H -2.09271 -1.47705 -1.40947
C -0.17802 0.22422 0.62360
H 2.82789 -0.83398 0.44707
O 1.86511 1.17721 1.38877
N 2.00300 -0.55138 -0.06517
H 1.52328 -1.33244 -0.49016
H 1.24132 1.67566 1.92993
*
```

Its HOMO-LUMO gap is 8.85 eV. As for the LUMO energy: 0.838 eV. As for the SMILES: [H]/N=C/O/C=C(\N)O.

Electronic structure analysis, Löwdin charges in units of e: 0.117, 0.110, -0.435, -0.060, -0.317, 0.048, 0.131, -0.102, 0.101, 0.064, 0.137, 0.093, 0.112



2) has the most favorable energy; the next structure is 112.4 kJ/mol above.



1) Density functional theory data (ωB97M-V/def2-TZVPD) for C3H6N2O2 in the gas phase.

ORCA input file:
```
! wB97M-V def2-TZVPD RIJCOSX def2/J DEFGRID3
* xyz 0 1
N 1.15291 -0.04636 -1.17127
N 0.63168 -0.14208 1.11403
H -0.10896 -0.30030 1.78853
C -1.86194 0.11268 -1.06144
O 1.91058 0.23106 2.92402
H 0.76402 -0.26158 -2.08895
O -0.95911 -0.71271 -0.33641
C 1.83068 0.15544 1.71849
H 2.66415 0.31106 1.02193
H -2.84022 -0.17828 -0.68490
C 0.32981 -0.28151 -0.23857
H -1.80021 -0.06550 -2.14223
H -1.71340 1.17808 -0.84323
*
```

Its HOMO-LUMO gap is 10.77 eV. As for the LUMO energy: 0.689 eV. As for the SMILES: [H]/N=C(/NC=O)OC.

Electronic structure analysis, Löwdin charges in units of e: 0.170, 0.125, 0.158, -0.065, 0.039, 0.063, -0.085, -0.309, 0.134, 0.090, -0.511, 0.089, 0.101



2) Density functional theory data (ωB97M-V/def2-TZVPD) for C3H6N2O2 in the gas phase.

ORCA input file:
```
! wB97M-V def2-TZVPD RIJCOSX def2/J DEFGRID3
* xyz 0 1
C 0.14975 1.34835 -0.20942
H 0.79842 -2.02230 0.34994
C 0.95304 -1.17136 -0.31551
O 0.18768 2.42560 -0.65765
C 0.36481 0.03454 0.35718
O -1.85820 -0.38155 -0.95215
N -1.21285 0.23549 0.14106
H -1.65840 0.04020 1.03954
H 0.49773 -1.36575 -1.28746
H -2.26207 0.34619 -1.44642
H 1.41948 1.04943 1.79054
H 2.02626 -1.02324 -0.44123
N 0.59432 0.48441 1.63158
*
```

Its HOMO-LUMO gap is 8.77 eV. As for the LUMO energy: 0.556 eV.

Electronic structure analysis, Löwdin charges in units of e: -0.158, 0.090, -0.003, 0.185, -0.604, -0.014, -0.012, 0.142, 0.077, 0.110, 0.037, 0.087, 0.064



3) Density functional theory data (ωB97M-V/def2-TZVPD) for C3H6N2O2 in the gas phase.

ORCA input file:
```
! wB97M-V def2-TZVPD RIJCOSX def2/J DEFGRID3
* xyz 0 1
O 1.79118 -1.04429 2.55250
H -1.54074 -0.17397 -2.04947
C -1.67195 -0.32762 -0.97345
N 0.60857 0.28556 1.15606
O -1.11396 0.76058 -0.23729
C 0.24836 0.71699 -0.11611
H -1.21565 -1.27850 -0.67368
H 0.63688 1.26328 -1.85493
H 2.29080 -0.76449 0.58201
H -0.05378 0.42597 1.90359
C 1.64982 -0.55620 1.45009
H -2.74162 -0.33177 -0.75180
N 1.11209 1.02446 -0.98754
*
```

Its HOMO-LUMO gap is 10.95 eV. As for the LUMO energy: 0.686 eV. As for the SMILES: [H]/N=C(/NC=O)OC.

Electronic structure analysis, Löwdin charges in units of e: 0.033, 0.088, -0.061, 0.124, -0.090, -0.516, 0.098, 0.067, 0.135, 0.158, -0.316, 0.093, 0.189



4) Density functional theory data (ωB97M-V/def2-TZVPD) for C3H6N2O2 in the gas phase.

ORCA input file:
```
! wB97M-V def2-TZVPD RIJCOSX def2/J DEFGRID3
* xyz 0 1
N -0.52845 0.60797 -0.31755
O 0.82955 -1.26049 -0.26205
H 2.93456 0.33960 0.00971
C -1.62415 -0.24362 -0.09067
H 2.13864 0.63372 -1.65241
H -1.98898 -0.16094 1.95867
N -1.56944 -0.81937 1.31375
C 1.98359 0.81100 -0.53529
C 0.61692 -0.00687 -0.33663
H -1.49410 -1.18211 -0.73985
H 2.05123 1.89185 -0.38794
H -0.57256 -0.86777 1.49657
O -2.77680 0.25704 -0.45632
*
```

Its HOMO-LUMO gap is 5.77 eV. As for the LUMO energy: -4.378 eV.

Electronic structure analysis, Löwdin charges in units of e: 0.206, 0.031, 0.118, -0.584, 0.093, 0.078, 0.106, -0.008, -0.517, 0.261, 0.055, 0.056, 0.103



1) has the most favorable energy; the next structure is 11.2 kJ/mol above.



1) Density functional theory data (ωB97M-V/def2-TZVPD) for 2 unconnected molecules or ions with the total composition C3H6N2O2.

ORCA input file:
```
! wB97M-V def2-TZVPD RIJCOSX def2/J DEFGRID3
* xyz 0 1
H -3.08391 -1.40415 -0.13207
H -1.90858 -0.51274 1.14581
H 3.13706 1.49665 -0.25420
H -1.21857 -1.52795 -1.43606
H 3.22922 1.39013 1.65551
C 2.32683 -0.11492 0.54624
O -0.42439 1.30260 -0.59955
N -1.28734 -0.69715 -0.83197
O 1.81199 -1.16186 0.40935
H -2.75515 0.48237 -0.17166
N -0.34313 0.15506 -1.03085
C -2.39052 -0.45878 0.08150
C 2.90649 1.05075 0.61796
*
```

Its HOMO-LUMO gap is 9.61 eV. As for the LUMO energy: 0.784 eV. As for the SMILES: C=C=O.CNN=O.

Electronic structure analysis, Löwdin charges in units of e: 0.127, 0.120, 0.018, 0.150, 0.098, -0.287, -0.066, -0.109, 0.126, 0.039, -0.158, -0.068, 0.010



2) Density functional theory data (ωB97M-V/def2-TZVPD) for 2 unconnected molecules or ions with the total composition C3H6N2O2.

ORCA input file:
```
! wB97M-V def2-TZVPD RIJCOSX def2/J DEFGRID3
* xyz 0 1
H 1.69154 -0.85371 -0.68684
O 0.45528 -0.55986 1.27106
H 0.05579 -3.54085 0.74349
O -0.71542 -3.79924 1.33036
H -1.41941 1.23388 0.61664
H 0.05943 2.02784 1.06147
N -0.40757 2.58774 -2.03018
H -1.19189 -3.03353 1.60554
C -0.39990 1.37160 0.33121
C 0.37620 0.13770 0.27641
C -0.43078 2.03395 -1.00173
N 1.03145 -0.12848 -0.86037
H 1.24533 0.56487 -1.55314
*
```

Its HOMO-LUMO gap is 11.25 eV. As for the LUMO energy: 0.448 eV. As for the SMILES: N#CCC(N)=O.O.

Electronic structure analysis, Löwdin charges in units of e: 0.114, 0.061, 0.061, -0.078, 0.128, 0.142, 0.151, 0.002, -0.076, -0.586, -0.202, 0.188, 0.097



3) Density functional theory data (ωB97M-V/def2-TZVPD) for C3H6N2O2 in the gas phase.

ORCA input file:
```
! wB97M-V def2-TZVPD RIJCOSX def2/J DEFGRID3
* xyz 0 1
C -1.70906 -0.27650 -1.00855
H 1.63353 -1.75077 0.68757
C 0.13740 0.13905 0.40685
O -1.18180 -0.05538 0.30507
H -2.05131 0.66595 -1.44501
N 0.76125 0.88615 -0.60305
H -0.95237 -0.72592 -1.65886
H -2.56229 -0.94665 -0.88800
C 1.53754 -0.67586 0.78676
O 2.31034 0.17095 0.19765
H 1.09464 0.79299 2.08826
N 0.64693 -0.05949 1.73790
H 0.33521 1.83548 -0.60661
*
```

Its HOMO-LUMO gap is 8.17 eV. As for the LUMO energy: -0.709 eV.

Electronic structure analysis, Löwdin charges in units of e: -0.055, 0.146, -0.553, -0.027, 0.088, 0.187, 0.096, 0.091, -0.341, 0.008, 0.124, 0.144, 0.093



4) Density functional theory data (ωB97M-V/def2-TZVPD) for C3H6N2O2 in the gas phase.

ORCA input file:
```
! wB97M-V def2-TZVPD RIJCOSX def2/J DEFGRID3
* xyz 0 1
C 1.46217 0.56953 -1.50833
N 0.13937 0.71300 -1.41426
H -0.56286 0.95508 1.28622
H -0.45460 -1.53192 2.53907
H -1.80795 -1.27996 1.50465
N -0.79550 -1.13142 1.77410
O -1.85978 -0.07256 -0.65084
H 0.98889 -0.20753 1.04858
H 1.87557 -0.37400 -0.77998
C -0.13594 -0.07907 1.00746
O 2.16474 1.14992 -2.26774
C -0.67090 -0.07307 -0.47170
H -0.34321 1.36201 -2.06724
*
```

Its HOMO-LUMO gap is 9.62 eV. As for the LUMO energy: 0.280 eV. As for the SMILES: NCC(=O)NC=O.

Electronic structure analysis, Löwdin charges in units of e: -0.417, 0.108, 0.144, 0.002, 0.109, 0.008, 0.086, 0.110, 0.180, -0.184, 0.058, -0.383, 0.179



2) has the most favorable energy; the next structure is 98.6 kJ/mol above.